1.
This record from OMol25 describes a cluster of 10 separate species, C30H81F6N3O18P in total. The level of theory is ωB97M-V/def2-TZVPD.

Output
- Energy relative to the best compared isomer or geometry (same formula, charge and spin): 0.0000 eV
- Net charge: -1
- Molar mass: 916.94 g mol⁻¹

Geometry as XYZ:
```
139
C30H81F6N3O18P | OMol25 | ωB97M-V/def2-TZVPD
P 1.658 -0.708 1.654
F 1.804 -0.471 3.237
F 1.793 -2.299 1.889
F 0.035 -0.729 1.820
F 1.431 -0.999 0.081
F 1.596 0.889 1.405
F 3.268 -0.608 1.430
C -2.977 7.548 -5.093
O -3.221 6.339 -4.422
C -3.493 6.523 -3.055
C -3.689 5.176 -2.397
N -2.449 4.418 -2.345
C -2.526 3.338 -1.364
C -1.261 2.514 -1.306
O -1.280 1.546 -2.343
C -0.873 0.264 -1.938
H -2.087 8.052 -4.695
H -3.824 8.245 -5.024
H -2.813 7.313 -6.143
H -4.408 7.122 -2.929
H -2.649 7.012 -2.551
H -4.499 4.603 -2.876
H -4.047 5.363 -1.378
H -2.341 3.951 -3.240
H -3.354 2.654 -1.626
H -2.790 3.727 -0.376
H -1.246 2.042 -0.319
H -0.394 3.161 -1.458
H 0.216 0.197 -1.817
H -1.186 -0.458 -2.694
H -1.277 -0.151 -1.003
C -8.629 0.574 4.659
O -7.418 -0.131 4.492
C -6.316 0.534 5.089
C -5.052 -0.174 4.678
N -4.698 0.132 3.311
C -3.486 -0.541 2.885
C -3.309 -0.463 1.392
O -4.469 -0.935 0.737
C -4.304 -0.813 -0.658
H -9.435 -0.102 4.376
H -8.686 1.456 4.010
H -8.764 0.875 5.704
H -6.432 0.472 6.180
H -6.250 1.571 4.745
H -5.114 -1.255 4.887
H -4.243 0.184 5.328
H -5.427 -0.162 2.670
H -3.495 -1.614 3.158
H -2.582 -0.114 3.327
H -2.449 -1.085 1.101
H -3.060 0.560 1.071
H -3.350 -1.262 -0.954
H -4.276 0.247 -0.955
H -5.136 -1.267 -1.191
C 1.965 -2.595 -2.579
O 1.009 -2.433 -3.608
C 1.374 -1.397 -4.486
C 0.302 -1.276 -5.532
N 0.575 -0.164 -6.449
C -0.496 -0.018 -7.428
C -0.032 0.601 -8.720
O 0.440 1.906 -8.512
C 0.727 2.560 -9.711
H 2.925 -2.971 -2.951
H 1.512 -3.249 -1.838
H 2.176 -1.629 -2.101
H 2.340 -1.620 -4.969
H 1.489 -0.460 -3.920
H -0.659 -1.115 -5.014
H 0.214 -2.202 -6.100
H 0.590 0.689 -5.901
H -1.350 0.547 -7.026
H -0.894 -1.005 -7.685
H -0.889 0.620 -9.417
H 0.723 -0.046 -9.189
H -0.150 2.670 -10.367
H 1.497 2.033 -10.292
H 1.085 3.563 -9.480
C 3.341 -3.156 4.417
C 4.569 -2.355 4.078
O 5.752 -3.148 3.977
O 3.398 -3.657 5.772
H 3.209 -4.049 3.811
H 2.490 -2.485 4.299
H 4.714 -1.543 4.797
H 4.419 -1.911 3.091
H 6.040 -3.374 4.866
H 3.098 -2.975 6.380
C 5.056 -0.112 -2.058
C 4.533 1.157 -1.444
O 3.139 1.058 -1.228
O 6.454 0.047 -2.327
H 4.529 -0.382 -2.978
H 4.906 -0.928 -1.339
H 4.778 2.045 -2.032
H 5.061 1.327 -0.494
H 3.024 0.692 -0.345
H 6.700 -0.537 -3.048
C -0.325 0.213 5.305
C -0.712 -1.220 5.498
O -0.164 -1.641 6.749
O -0.839 1.085 6.306
H -0.649 0.557 4.324
H 0.766 0.296 5.333
H -0.290 -1.801 4.671
H -1.804 -1.316 5.510
H -0.315 -2.581 6.872
H -0.449 0.797 7.137
C -1.075 -3.942 1.104
C -2.411 -4.625 0.948
O -2.394 -5.645 -0.065
O -0.968 -2.891 0.153
H -0.263 -4.664 0.959
H -0.969 -3.536 2.118
H -3.162 -3.894 0.646
H -2.768 -5.063 1.886
H -2.197 -6.482 0.363
H -0.373 -2.243 0.543
C 4.766 -4.215 -0.928
C 5.042 -3.494 0.376
O 5.439 -4.458 1.351
O 5.685 -5.279 -1.133
H 4.844 -3.522 -1.767
H 3.740 -4.601 -0.924
H 4.130 -2.970 0.687
H 5.827 -2.736 0.267
H 5.425 -4.006 2.206
H 6.007 -5.512 -0.254
C 3.761 3.023 3.137
C 3.308 2.345 4.399
O 4.348 2.487 5.398
O 3.838 4.430 3.294
H 3.097 2.785 2.307
H 4.767 2.646 2.895
H 3.158 1.290 4.167
H 2.443 2.857 4.811
H 5.089 1.948 5.108
H 4.227 4.593 4.160
```

These are the Löwdin partial charges, in e, on atoms 1 to 4: atom 1 (P): 0.18, atom 2 (F): -0.15, atom 3 (F): -0.14, atom 4 (F): -0.16

2.
This record from OMol25 describes a cluster of 2 separate species, C5H7N in total. The level of theory is ωB97M-V/def2-TZVPD.

Output
- Energy relative to the best compared isomer or geometry (same formula, charge and spin): 6.9439 eV
- Molar mass: 81.12 g mol⁻¹

Geometry as XYZ:
```
13
C5H7N | OMol25 | ωB97M-V/def2-TZVPD
C -0.818 -1.486 -1.207
C 0.815 0.147 -0.201
C 0.473 1.462 0.385
C 0.914 0.136 1.254
C -0.197 1.082 1.553
N -1.879 -1.024 -0.931
H -0.404 -2.242 -0.607
H -0.278 -1.482 -2.163
H -2.447 -0.350 -1.562
H 1.629 0.011 -0.977
H 0.900 2.502 0.057
H 1.587 -0.391 1.924
H -0.298 1.635 2.476
```

These are the Löwdin partial charges, in e, on atoms 1 to 4: atom 1 (C): -0.28, atom 2 (C): -0.12, atom 3 (C): -0.17, atom 4 (C): -0.10

3.
This record from OMol25 describes a structure of composition C5H6N2O2. The level of theory is ωB97M-V/def2-TZVPD.

Output
- Energy relative to the best compared isomer or geometry (same formula, charge and spin): 5.5664 eV
- Molar mass: 126.11 g mol⁻¹

Geometry as XYZ:
```
15
C5H6N2O2 | OMol25 | ωB97M-V/def2-TZVPD
C 0.302 -0.425 0.174
C 0.305 -0.960 -1.785
C -0.168 0.596 1.115
N 0.087 1.904 0.719
C 1.119 -0.171 -1.057
C -0.688 0.224 2.296
O 0.104 -1.723 0.394
O 0.210 -1.243 -3.079
N -0.724 -1.388 -0.882
H -0.498 -1.896 -3.196
H 0.111 2.053 -0.279
H -0.415 2.617 1.224
H 2.082 0.281 -1.194
H -1.035 0.952 3.015
H -0.791 -0.822 2.534
```

These are the Löwdin partial charges, in e, on atoms 1 to 4: atom 1 (C): -0.32, atom 2 (C): -0.41, atom 3 (C): -0.34, atom 4 (N): 0.10

4.
This record from OMol25 describes a structure of composition C17H30BN7O6P2Tm. The level of theory is ωB97M-V/def2-TZVPD.

Output
- DFT total energy: -3293.51907 a.u.
- Spin multiplicity: 3
- Net charge: +1
- Molar mass: 670.16 g mol⁻¹

Geometry as XYZ:
```
64
C17H30BN7O6P2Tm | OMol25 | ωB97M-V/def2-TZVPD
Tm 0.427 0.093 -0.482
C -0.788 3.186 -1.551
C -1.558 2.458 -0.525
C -2.622 3.049 0.196
C -3.085 1.990 1.056
C -4.119 2.049 2.150
N -2.364 0.857 0.864
N -1.368 1.171 -0.147
B -2.199 -0.480 1.663
N -0.739 -0.447 2.447
N 0.476 0.011 1.770
C 1.383 0.188 2.750
C 2.783 0.589 2.533
C 0.784 -0.039 4.075
C -0.556 -0.404 3.789
C -1.723 -0.585 4.748
N -2.086 -1.654 0.681
N -1.131 -1.612 -0.392
C -1.411 -2.585 -1.236
C -0.751 -2.640 -2.518
C -2.396 -3.474 -0.727
C -2.809 -2.814 0.529
C -3.760 -3.292 1.635
H -1.219 4.129 -1.819
H -0.708 2.546 -2.467
H 0.231 3.415 -1.201
H -2.965 4.052 0.051
H -4.622 3.018 2.013
H -3.671 1.953 3.135
H -4.913 1.235 2.062
H -3.068 -0.573 2.490
H 2.700 1.565 2.068
H 3.300 -0.014 1.770
H 3.284 0.644 3.501
H 1.334 -0.031 5.008
H -1.284 -0.835 5.705
H -2.399 -1.451 4.476
H -2.370 0.299 4.942
H 0.106 -3.350 -2.495
H -0.369 -1.628 -2.754
H -1.459 -2.992 -3.290
H -2.642 -4.493 -1.101
H -4.656 -3.807 1.261
H -4.101 -2.390 2.164
H -3.256 -3.967 2.323
N 4.355 1.566 -3.087
C 3.531 0.336 -2.701
C 4.121 -0.872 -3.396
P 1.862 0.606 -3.561
O 1.787 2.281 -3.363
O 1.885 0.250 -5.004
O 0.724 0.078 -2.671
P 3.453 0.169 -0.883
O 2.683 -1.293 -0.848
O 4.789 0.204 -0.171
O 2.321 1.130 -0.417
H 4.922 1.323 -3.876
H 4.889 1.917 -2.267
H 3.722 2.332 -3.386
H 4.191 -0.651 -4.445
H 3.519 -1.774 -3.296
H 5.117 -1.050 -3.002
H 1.320 2.592 -4.160
H 3.169 -2.081 -0.611
```

These are the Löwdin partial charges, in e, on atoms 1 to 4: atom 1 (Tm): 1.42, atom 2 (C): -0.03, atom 3 (C): -0.33, atom 4 (C): 0.06

5.
This record from OMol25 describes the molecule C11H17N. The level of theory is ωB97M-V/def2-TZVPD.

Output
- Energy relative to the best compared isomer or geometry (same formula, charge and spin): 0.9446 eV
- Molar mass: 163.26 g mol⁻¹
- SMILES: CCN(CC)c1cccc(C)c1

Geometry as XYZ:
```
29
C11H17N | OMol25 | ωB97M-V/def2-TZVPD
C -2.521 -2.017 0.503
C -2.229 -0.865 -0.541
C -1.801 1.270 0.569
C -1.959 2.358 -0.517
C 0.160 -0.280 -0.009
C 0.579 -1.683 -0.046
C 1.908 -2.002 -0.307
C 2.997 -1.034 -0.176
C 2.613 0.268 0.091
C 3.726 1.271 0.229
C 1.239 0.665 0.115
H -1.485 -2.339 0.910
H -3.257 -2.938 0.251
H -2.894 -1.528 1.422
H -3.190 -0.178 -0.558
H -2.005 -1.228 -1.580
H -1.090 1.616 1.356
H -2.825 0.951 0.898
H -2.781 2.165 -1.226
H -0.872 2.581 -0.940
H -2.297 3.373 -0.097
H -0.182 -2.381 -0.334
H 2.209 -2.988 -0.464
H 4.015 -1.293 -0.439
H 3.476 2.168 0.936
H 4.006 1.588 -0.688
H 4.527 0.687 0.689
H 1.136 1.781 -0.059
N -1.202 0.014 0.011
```

These are the Löwdin partial charges, in e, on atoms 1 to 4: atom 1 (C): -0.11, atom 2 (C): -0.23, atom 3 (C): -0.22, atom 4 (C): -0.11

6.
This record from OMol25 describes the molecule C5H10N4. The level of theory is ωB97M-V/def2-TZVPD.

Output
- Energy relative to the best compared isomer or geometry (same formula, charge and spin): 3.0724 eV
- Molar mass: 126.16 g mol⁻¹
- SMILES: [H]/N=C\N=C/N1C[C@@H]1CN

Geometry as XYZ:
```
19
C5H10N4 | OMol25 | ωB97M-V/def2-TZVPD
C 1.409 -1.086 0.398
C 0.648 0.153 0.656
C 1.170 1.435 0.185
C -1.306 1.440 -0.264
C -2.504 -0.499 -0.314
H 2.953 -1.680 -0.885
H 1.943 -0.628 -1.485
H 0.780 -1.945 0.206
H 2.004 -1.475 1.287
H 0.250 0.165 1.728
H 1.156 2.300 0.836
H 1.914 1.580 -0.564
H -1.274 2.516 -0.326
H -1.574 -0.738 -0.854
H -4.170 -1.079 0.391
N 2.427 -0.830 -0.634
N -0.058 0.903 -0.356
N -2.454 0.890 -0.047
N -3.316 -1.422 0.041
```

These are the Löwdin partial charges, in e, on atoms 1 to 4: atom 1 (C): -0.24, atom 2 (C): -0.27, atom 3 (C): -0.09, atom 4 (C): -0.20

7.
This record from OMol25 describes a structure of composition C11H31ClI2N3P2V. The level of theory is ωB97M-V/def2-TZVPD.

Output
- Energy relative to the best compared isomer or geometry (same formula, charge and spin): 0.4237 eV
- Spin multiplicity: 3
- Net charge: +2
- Molar mass: 607.54 g mol⁻¹

Geometry as XYZ:
```
51
C11H31ClI2N3P2V | OMol25 | ωB97M-V/def2-TZVPD
I 1.123 -0.052 -2.730
I -2.190 -2.453 -2.418
V -0.574 -0.583 -0.825
P 0.382 -2.806 -0.777
C 1.135 -3.605 -2.237
C 1.722 -2.591 0.400
H 1.826 -3.551 0.919
H 0.031 -4.947 0.200
H 1.525 -1.811 1.141
H -1.171 -3.753 0.820
H 1.833 -2.902 -2.721
H 2.657 -2.370 -0.121
C -0.638 -4.119 -0.062
H 1.670 -4.520 -1.923
H -1.370 -4.462 -0.804
H 0.338 -3.872 -2.949
P -2.444 0.624 -1.725
C -2.485 0.917 -3.535
C -4.075 -0.042 -1.300
H -2.559 2.240 0.101
H -3.460 2.756 -1.357
H -1.684 2.909 -1.317
C -2.535 2.297 -0.994
H -4.107 -0.285 -0.235
H -4.818 0.717 -1.555
H -3.231 1.668 -3.798
H -2.736 -0.035 -4.014
H -4.266 -0.953 -1.877
H -1.487 1.237 -3.856
Cl -1.855 -1.136 1.042
C 1.206 3.710 0.734
N 1.830 2.489 1.249
C 3.271 2.562 1.497
C 1.113 1.312 1.185
N 0.301 1.114 0.162
N 1.217 0.362 2.213
C 2.477 0.173 2.923
C 0.048 0.385 3.121
H 1.839 4.560 1.031
H 0.205 3.891 1.159
H 1.129 3.755 -0.372
H 3.503 2.600 2.569
H 3.817 1.704 1.062
H 3.589 3.501 1.049
H 0.260 1.936 -0.438
H 2.747 1.030 3.556
H 2.350 -0.681 3.591
H 3.282 -0.065 2.217
H -0.846 0.288 2.479
H 0.109 -0.467 3.811
H -0.004 1.325 3.709
```

These are the Löwdin partial charges, in e, on atoms 1 to 4: atom 1 (I): 0.54, atom 2 (I): 0.93, atom 3 (V): -0.25, atom 4 (P): 0.55

8.
This record from OMol25 describes the ion C4H8NO with charge +1. The level of theory is ωB97M-V/def2-TZVPD.

Output
- Energy relative to the best compared isomer or geometry (same formula, charge and spin): 3.3527 eV
- Net charge: +1
- Molar mass: 86.11 g mol⁻¹
- SMILES: C[N+]1(C)CC1=O

Geometry as XYZ:
```
14
C4H8NO | OMol25 | ωB97M-V/def2-TZVPD
C -0.097 -1.427 0.277
C 0.680 -0.849 -0.934
C -1.298 0.524 -0.283
C 0.993 0.888 0.808
N 0.045 0.052 0.012
O -0.720 -2.213 0.832
H 1.795 -1.163 -0.695
H 0.327 -0.946 -1.974
H -2.055 0.541 0.546
H -1.315 1.625 -0.680
H -1.986 -0.156 -0.962
H 1.464 1.537 0.034
H 0.559 1.413 1.680
H 1.609 0.172 1.339
```

These are the Löwdin partial charges, in e, on atoms 1 to 4: atom 1 (C): -0.27, atom 2 (C): 0.06, atom 3 (C): -0.02, atom 4 (C): 0.05

9.
This record from OMol25 describes a cluster of 2 separate species, C60H53N3O2 in total. The level of theory is ωB97M-V/def2-TZVPD.

Output
- DFT total energy: -2632.79384 a.u.
- Molar mass: 848.10 g mol⁻¹

Geometry as XYZ:
```
118
C60H53N3O2 | OMol25 | ωB97M-V/def2-TZVPD
C 6.915 3.858 0.356
C 6.064 3.050 -0.411
C 4.691 3.307 -0.438
C 4.114 4.305 0.380
C 2.655 4.507 0.416
C 1.756 3.468 0.382
C 0.390 3.651 -0.013
C -0.493 2.547 -0.060
C -1.918 2.705 -0.116
C -2.600 3.385 -1.158
C -3.957 3.678 -1.037
C -4.673 3.258 0.093
C -4.021 2.540 1.103
C -2.671 2.247 0.990
C -0.044 5.003 -0.231
C 0.702 6.097 0.138
C 0.122 7.451 0.184
C -1.067 7.777 -0.515
C -1.636 9.049 -0.407
C -1.044 10.036 0.394
C 0.136 9.734 1.079
C 0.693 8.466 0.973
C 2.115 5.882 0.559
O 2.823 6.802 1.021
C 4.993 5.119 1.114
C 6.369 4.905 1.107
H 7.992 3.683 0.358
H 6.474 2.225 -0.998
H 4.059 2.771 -1.150
H 2.068 2.478 0.705
H -0.110 1.585 0.270
H -2.024 3.684 -2.037
H -4.462 4.249 -1.820
H -5.738 3.476 0.189
H -4.571 2.200 1.980
H -2.138 1.700 1.773
H -1.064 5.166 -0.582
H -1.536 7.022 -1.152
H -2.556 9.266 -0.949
H -1.502 11.021 0.490
H 0.632 10.472 1.706
H 1.611 8.247 1.502
H 4.578 5.951 1.670
H 7.002 5.564 1.696
C -5.147 -6.030 1.010
C -3.815 -5.359 0.847
C -3.352 -4.485 1.829
C -2.146 -3.783 1.688
C -1.658 -2.861 2.766
C -1.413 -3.986 0.518
N -0.191 -3.256 0.310
C 1.026 -3.651 0.841
C 1.136 -4.500 2.016
C 1.972 -4.001 3.034
C 2.022 -4.650 4.261
C 1.320 -5.849 4.450
C 0.576 -6.402 3.401
C 0.466 -5.732 2.187
N 2.020 -3.077 0.224
N 1.460 -2.259 -0.751
C 2.379 -1.796 -1.762
C 3.227 -2.728 -2.391
C 3.326 -4.145 -1.940
C 4.014 -2.296 -3.467
C 4.072 -0.950 -3.840
C 4.913 -0.434 -4.974
C 3.362 -0.020 -3.077
C 2.594 -0.419 -1.978
C 2.124 0.613 -1.019
C 0.094 -2.396 -0.741
C -0.917 -1.370 -1.056
O -0.620 -0.155 -0.968
C -2.321 -1.842 -1.368
C -2.588 -2.559 -2.619
C -3.355 -1.532 -0.447
C -3.085 -0.752 0.708
C -3.998 -0.648 1.747
C -5.226 -1.309 1.678
C -5.560 -2.017 0.514
C -4.674 -2.081 -0.554
C -1.783 -4.940 -0.428
C -0.878 -5.274 -1.576
C -3.015 -5.592 -0.274
H -5.328 -6.742 0.199
H -5.203 -6.575 1.962
H -5.970 -5.302 1.009
H -3.944 -4.327 2.734
H -1.032 -2.060 2.350
H -2.511 -2.390 3.276
H -1.071 -3.405 3.524
H 2.535 -3.088 2.829
H 2.621 -4.221 5.064
H 1.368 -6.360 5.410
H 0.076 -7.362 3.532
H -0.122 -6.149 1.367
H 4.163 -4.615 -2.467
H 3.526 -4.192 -0.865
H 2.419 -4.725 -2.149
H 4.608 -3.034 -4.013
H 4.377 0.375 -5.483
H 5.861 -0.010 -4.613
H 5.150 -1.206 -5.709
H 3.449 1.042 -3.323
H 2.916 1.365 -0.885
H 1.229 1.114 -1.381
H 1.921 0.161 -0.041
H -3.330 -2.022 -3.240
H -1.665 -2.679 -3.206
H -2.993 -3.560 -2.401
H -2.131 -0.230 0.742
H -3.727 -0.056 2.624
H -5.930 -1.240 2.512
H -6.527 -2.521 0.449
H -4.951 -2.606 -1.473
H -1.299 -6.131 -2.119
H -0.787 -4.447 -2.294
H 0.135 -5.551 -1.240
H -3.329 -6.311 -1.036
```

These are the Löwdin partial charges, in e, on atoms 1 to 4: atom 1 (C): -0.09, atom 2 (C): -0.09, atom 3 (C): -0.03, atom 4 (C): -0.15